1.
Density functional theory data (ωB97M-V with the def2-TZVPD basis set) for a single C3H4N2O molecule.

```
! RIJCOSX wB97M-V def2-TZVPD def2/J DEFGRID3
* xyz 0 1
C 1.388 -0.341 0.115
C -2.065 -0.454 0.180
C 0.172 -0.177 -0.513
N 2.359 0.362 -0.241
N -2.494 0.669 -0.110
O -0.998 -0.956 -0.280
H 1.572 -1.218 0.845
H -0.030 0.932 -0.648
H 3.186 -0.026 0.145
H -3.090 1.209 0.506
*
```

- Gap between HOMO and LUMO (spin up / spin down): 8.6 / 7.5 eV
- HOMO level (spin up / spin down): -0.337 / -0.314 Ha

2.
Density functional theory data (ωB97M-V with the def2-TZVPD basis set) for C3H4N2O as an isolated structure.

```
! RIJCOSX wB97M-V def2-TZVPD def2/J DEFGRID3
* xyz 0 1
O -0.475 -1.901 1.192
C -0.164 -0.913 0.434
N -0.459 0.237 1.025
C -0.108 1.259 0.160
C 0.408 0.698 -0.965
N 0.370 -0.697 -0.784
H -0.802 -0.730 1.851
H -0.242 2.303 0.393
H 0.796 1.140 -1.868
H 0.676 -1.396 -1.439
*
```

- Gap between HOMO and LUMO: 9.2 eV
- HOMO level: -0.306 Ha

3.
Density functional theory data (ωB97M-V with the def2-TZVPD basis set) for C3H4N2O as an isolated structure.

```
! RIJCOSX wB97M-V def2-TZVPD def2/J DEFGRID3
* xyz 0 1
C -1.705 0.017 -0.088
C -0.244 -0.146 -0.318
N 0.558 -0.595 -1.139
O 1.825 -0.572 -1.021
C 1.945 0.304 0.680
N 0.830 0.540 1.058
H -2.314 -0.410 -0.895
H -1.970 -0.470 0.853
H -1.936 1.081 0.007
H 3.020 0.334 0.823
*
```

- Gap between HOMO and LUMO: 10.7 eV
- HOMO level: -0.356 Ha

Ranking the structures above by stability puts 2 first and 1 last.